Record 1
A cluster of 2 separate species, C5H15N3O in total. Source: OMol25; level of theory: the ωB97M-V functional and the def2-TZVPD basis.

## Properties
Calculated total energy (eV): -11944.1875
Structure (SMILES): [H]/N=C(\C)N(C)C.CNO
E_HOMO (eV): -8.421
Charge: 0
Relative energy (zero: lowest compared OMol25 entry of this formula, charge and spin) (kcal/mol): 59.1

Element x y z (Å)
C1 0.7597 -1.8899 -0.4684
C2 2.3420 -0.2059 0.3335
C3 -0.6525 0.0515 -1.9545
N1 1.0898 -0.4922 -0.3290
C4 0.5374 0.4698 -1.1258
N2 1.0172 1.6506 -1.0772
H1 0.5240 2.3186 -1.6594
H2 1.1742 -2.4265 0.3846
H3 -0.3197 -2.0338 -0.4671
H4 1.1772 -2.3272 -1.3839
H5 2.4666 0.8736 0.3495
H6 3.1849 -0.6565 -0.2003
H7 2.3214 -0.5953 1.3535
H8 -0.3893 -0.7618 -2.6281
H9 -1.4634 -0.2788 -1.3071
H10 -1.0017 0.8950 -2.5469
C5 -1.4807 1.4856 1.7534
N3 -1.2563 0.0529 1.8176
O1 -2.1721 -0.6343 0.9473
H11 -2.9092 -0.8935 1.5154
H12 -0.3435 -0.1538 1.4130
H13 -1.3917 1.8971 0.7431
H14 -0.7375 1.9537 2.3946
H15 -2.4767 1.7011 2.1422

Record 2
The ion C5H15N5 with charge +2 in a non-equilibrium geometry. Source: OMol25; level of theory: the ωB97M-V functional and the def2-TZVPD basis.

## Properties
Calculated total energy (eV): -12859.9109
Structure (SMILES): C/C(C=[NH2+])=C(\N)[N@H+](C)NN
E_HOMO (eV): -16.934
Charge: +2
Relative energy (zero: lowest compared OMol25 entry of this formula, charge and spin) (kcal/mol): 0.0

Element x y z (Å)
C1 -1.1477 0.0156 0.3020
C2 -0.2489 1.0067 0.2794
C3 -0.7289 -1.3855 0.1025
C4 -2.6173 0.2023 0.5534
C5 1.6957 1.1006 -1.2241
N1 -0.4357 2.3491 0.3143
N2 -0.9698 -2.0052 -1.0209
N3 1.9159 -1.2078 1.3486
N4 1.1735 0.5971 0.0596
N5 1.2488 -0.8859 0.1936
H1 -0.6717 -2.0150 0.9903
H2 -3.1523 0.4008 -0.3748
H3 -2.7892 1.0335 1.2323
H4 -3.0454 -0.6920 0.9989
H5 1.1329 0.6679 -2.0498
H6 1.5771 2.1832 -1.2695
H7 2.7547 0.8658 -1.3280
H8 -1.3914 2.6723 0.3528
H9 0.2069 2.9401 0.8220
H10 -1.2457 -1.5061 -1.8596
H11 -0.9286 -3.0152 -1.0995
H12 2.8117 -1.6696 1.2591
H13 1.3438 -1.6003 2.0851
H14 1.7459 0.9867 0.8313
H15 1.6957 -1.2480 -0.6562

Record 3
A cluster of 5 separate species, C5H15N5O10 in total in a non-equilibrium geometry. Source: OMol25; level of theory: the ωB97M-V functional and the def2-TZVPD basis.

## Properties
Calculated total energy (eV): -33339.3141
Structure (SMILES): C[N+](=O)[O-].C[N+](=O)[O-].C[N+](=O)[O-].C[N+](=O)[O-].C[N+](=O)[O-]
E_HOMO (eV): -10.809
Charge: 0
Relative energy (zero: lowest compared OMol25 entry of this formula, charge and spin) (kcal/mol): 10.9

Element x y z (Å)
C1 -0.7538 -2.0971 -1.3590
N1 0.3411 -2.9608 -0.9147
O1 0.1263 -3.7850 -0.0630
O2 1.4476 -2.6569 -1.3659
H1 -0.9972 -1.4291 -0.6183
H2 -1.5766 -2.7342 -1.5819
H3 -0.4512 -1.5559 -2.2808
C2 1.1966 0.7574 -1.3903
N2 0.9391 1.9594 -2.2543
O3 1.6277 2.9523 -2.2064
O4 0.0380 1.8381 -3.0410
H4 1.3600 1.0827 -0.3485
H5 2.0055 0.2111 -1.8641
H6 0.2913 0.1838 -1.4283
C3 -3.0446 2.5526 -1.7080
N3 -2.8048 1.4955 -0.6217
O5 -1.8561 0.7935 -0.8287
O6 -3.4635 1.5332 0.3715
H7 -2.8728 2.1503 -2.7153
H8 -2.2778 3.3179 -1.5062
H9 -4.0545 2.9768 -1.6727
C4 3.0980 -3.2872 2.0240
N4 2.5797 -2.0213 2.6093
O7 1.3828 -1.9684 2.7508
O8 3.4253 -1.2188 3.0179
H10 2.8018 -3.2623 0.9460
H11 2.6128 -4.0433 2.6057
H12 4.1790 -3.3364 2.2058
C5 -1.0896 1.3135 2.2501
N5 -0.3066 2.3930 1.5048
O9 0.8788 2.2704 1.2808
O10 -0.9662 3.3075 1.0511
H13 -0.4019 0.7064 2.8102
H14 -1.6145 0.7168 1.4798
H15 -1.7996 1.8446 2.8614

Record 4
A cluster of 3 separate species, C5H15N6 in total in a non-equilibrium geometry. Source: OMol25; level of theory: the ωB97M-V functional and the def2-TZVPD basis.

## Properties
Calculated total energy (eV): -14356.8157
E_HOMO (eV): -12.488
Charge: +1
Relative energy (zero: lowest compared OMol25 entry of this formula, charge and spin) (kcal/mol): 115.4

Element x y z (Å)
C1 -2.4766 -2.1981 0.0811
C2 -3.3666 0.0113 0.1177
C3 3.3213 0.9565 -0.2639
C4 0.0625 0.1297 -1.7392
C5 0.2082 1.3549 1.6009
N1 3.9272 -2.3250 0.5310
N2 3.5181 -1.3532 0.1719
N3 -2.2870 -0.9498 0.1610
N4 2.8345 -0.4229 -0.0762
N5 0.3458 0.8753 -0.6324
N6 -0.2031 0.5933 0.3992
H1 -3.4233 -2.6825 0.2223
H2 -1.6740 -2.8080 -0.0187
H3 -4.3937 -0.2888 0.1067
H4 -3.2814 0.6652 1.0650
H5 -3.2436 0.6134 -0.8199
H6 4.1186 1.1393 0.5087
H7 3.7337 1.0519 -1.2973
H8 2.3786 1.4523 -0.0778
H9 1.0050 -0.4189 -2.0914
H10 -0.7012 -0.6747 -1.4021
H11 -0.3181 0.8771 -2.4989
H12 0.2260 2.5059 1.4044
H13 -0.5673 1.1596 2.2906
H14 1.2549 0.9138 1.8295
H15 -0.9988 -0.1776 0.4279

Record 5
A cluster of 2 separate species, C5H15NO in total in a non-equilibrium geometry. Source: OMol25; level of theory: the ωB97M-V functional and the def2-TZVPD basis.

## Properties
Calculated total energy (eV): -8963.9971
2S+1: 2
E_HOMO (spin up / spin down) (eV): 1.312 / -5.110
Charge: -1
Relative energy (zero: lowest compared OMol25 entry of this formula, charge and spin) (kcal/mol): 20.3

Element x y z (Å)
C1 1.9637 -1.3513 1.7636
C2 1.0111 -1.8678 0.6556
C3 0.3602 -0.7311 -0.1644
C4 -0.7522 -0.0644 0.6045
N1 -1.3033 1.0441 -0.2230
C5 -0.4119 2.1898 -0.3698
H1 2.5573 -0.5342 1.3436
H2 2.5792 -2.2246 1.9870
H3 1.4826 -0.8977 2.6264
H4 1.5455 -2.5574 -0.0154
H5 0.2110 -2.4125 1.1857
H6 1.1853 -0.0529 -0.4165
H7 0.1558 -1.1591 -1.1546
H8 -1.5646 -0.8087 0.6401
H9 -0.5024 0.3807 1.5715
H10 -2.2680 1.2620 0.0163
H11 -1.0406 2.9559 -0.8450
H12 -0.2126 2.7010 0.6013
H13 0.4544 1.9748 -0.9832
H14 -1.4862 0.6802 -2.2014
H15 -2.4228 0.8399 -3.4430
O1 -1.5415 0.6337 -3.1791

Record 6
A cluster of 2 separate species, C5H15NO in total in a non-equilibrium geometry. Source: OMol25; level of theory: the ωB97M-V functional and the def2-TZVPD basis.

## Properties
Calculated total energy (eV): -8965.1617
Structure (SMILES): CNCC(C)C.O
E_HOMO (eV): -8.308
Charge: 0
Relative energy (zero: lowest compared OMol25 entry of this formula, charge and spin) (kcal/mol): 27.6

Element x y z (Å)
C1 0.0700 0.5657 -1.4122
N1 0.1698 0.3099 0.0003
C2 -0.7571 -0.6539 0.5093
C3 -0.4741 -1.1481 1.9330
C4 1.0072 -1.3868 2.2181
C5 -1.3786 -2.2337 2.4371
H1 0.3333 -0.3150 -2.0009
H2 -0.9154 0.9618 -1.7116
H3 0.7281 1.3345 -1.8186
H4 0.2630 1.1732 0.5107
H5 -1.7430 -0.1783 0.6961
H6 -0.9185 -1.4772 -0.1859
H7 -0.6689 -0.2866 2.5892
H8 1.0965 -1.6867 3.2623
H9 1.3597 -2.2399 1.6319
H10 1.5665 -0.5023 1.9474
H11 -1.3316 -3.1031 1.7650
H12 -1.1363 -2.5978 3.4343
H13 -2.4608 -2.0803 2.4017
H14 0.7439 3.6571 -5.4109
H15 1.1249 4.6640 -4.3987
O1 1.2414 3.7211 -4.5869

Record 7
A cluster of 2 separate species, C5H15NO in total in a non-equilibrium geometry. Source: OMol25; level of theory: the ωB97M-V functional and the def2-TZVPD basis.

## Properties
Calculated total energy (eV): -8965.0517
Structure (SMILES): CCN(C)CC.O
E_HOMO (eV): -8.317
Charge: 0
Relative energy (zero: lowest compared OMol25 entry of this formula, charge and spin) (kcal/mol): 30.1

Element x y z (Å)
C1 -0.1546 1.2848 -1.3404
N1 0.5822 0.1295 -0.6520
C2 1.0241 0.6214 0.6593
C3 1.9173 -0.4466 1.3055
C4 -0.2721 -1.0285 -0.6129
C5 -0.9880 0.9039 -2.5580
H1 0.6877 1.9393 -1.5417
H2 -0.7164 1.7922 -0.5317
H3 0.0882 0.7656 1.2307
H4 1.6084 1.5336 0.5544
H5 2.4335 -0.0970 2.2054
H6 1.2882 -1.2847 1.6075
H7 2.6356 -0.8111 0.5791
H8 -0.4210 -1.3994 -1.6227
H9 -1.2505 -0.8315 -0.1304
H10 0.2300 -1.8300 -0.0502
H11 -0.3419 0.6931 -3.4097
H12 -1.8087 0.2289 -2.3372
H13 -1.5344 1.8207 -2.8150
H14 -1.6744 -0.6113 3.4421
H15 -1.3138 -2.0079 3.0561
O1 -2.0196 -1.3650 2.9618

Record 8
A cluster of 2 separate species, C5H15NO in total in a non-equilibrium geometry. Source: OMol25; level of theory: the ωB97M-V functional and the def2-TZVPD basis.

## Properties
Calculated total energy (eV): -8964.6960
Structure (SMILES): CCN(C)CC.O
E_HOMO (eV): -7.780
Charge: 0
Relative energy (zero: lowest compared OMol25 entry of this formula, charge and spin) (kcal/mol): 38.3

Element x y z (Å)
C1 0.9238 1.2255 1.1716
N1 0.6294 0.1587 0.2206
C2 -0.1057 -0.9588 0.7233
C3 0.4296 -2.3878 0.3470
C4 0.6198 0.3274 -1.2211
C5 1.0507 2.5945 0.4883
H1 1.7904 0.9576 1.7879
H2 0.0361 1.3362 1.7970
H3 -1.1894 -0.9221 0.5325
H4 -0.0282 -0.9555 1.8114
H5 0.6081 -2.9575 1.2524
H6 -0.3366 -2.9216 -0.2191
H7 1.3057 -2.2482 -0.2821
H8 1.5658 0.7284 -1.5732
H9 -0.3261 0.8276 -1.4922
H10 0.4953 -0.6303 -1.7267
H11 1.8134 2.6487 -0.2846
H12 0.0987 2.6799 -0.0476
H13 1.1180 3.4299 1.1766
H14 -3.9983 -1.2786 -1.9962
H15 -2.8152 -1.0073 -1.1203
O1 -3.6853 -0.6467 -1.3455

Record 9
A cluster of 2 separate species, C5H15NO in total in a non-equilibrium geometry. Source: OMol25; level of theory: the ωB97M-V functional and the def2-TZVPD basis.

## Properties
Calculated total energy (eV): -8965.0837
Structure (SMILES): CC(C)N(C)C.O
E_HOMO (eV): -8.319
Charge: 0
Relative energy (zero: lowest compared OMol25 entry of this formula, charge and spin) (kcal/mol): 29.4

Element x y z (Å)
C1 0.4029 0.2180 -1.7258
N1 0.7091 0.2334 -0.3102
C2 1.7617 1.1670 0.0187
C3 2.1149 -1.9000 -0.1204
C4 0.8485 -1.1012 0.2549
C5 0.4860 -1.1098 1.7204
H1 1.2134 -0.2480 -2.3004
H2 -0.5061 -0.3665 -1.8586
H3 0.2066 1.2443 -2.0178
H4 1.4388 2.1919 0.1478
H5 2.5661 1.1883 -0.7343
H6 2.1937 0.8568 0.9270
H7 1.8399 -2.8584 -0.5613
H8 2.7775 -2.1262 0.7122
H9 2.6840 -1.3638 -0.8813
H10 0.0512 -1.6647 -0.2422
H11 0.4793 -2.0902 2.1898
H12 1.1404 -0.5001 2.3552
H13 -0.4994 -0.6735 1.8925
H14 -4.8794 2.5600 0.6521
H15 -5.1013 1.9958 -0.6259
O1 -5.5685 2.0352 0.2236

Record 10
A cluster of 2 separate species, C5H15NO in total in a non-equilibrium geometry. Source: OMol25; level of theory: the ωB97M-V functional and the def2-TZVPD basis.

## Properties
Calculated total energy (eV): -8956.8988
2S+1: 2
E_HOMO (spin up / spin down) (eV): -15.387 / -15.355
Charge: +1
Relative energy (zero: lowest compared OMol25 entry of this formula, charge and spin) (kcal/mol): 22.8

Element x y z (Å)
C1 -0.1148 2.3883 -0.5407
C2 0.4742 1.3593 0.4200
N1 -0.1064 0.0013 0.2645
C3 1.3484 -1.6937 1.1360
C4 0.8249 -1.0933 -0.1614
C5 -0.0109 -1.9565 -1.1122
H1 -1.1980 2.4089 -0.5968
H2 0.1334 3.3650 -0.1585
H3 0.2663 2.3810 -1.5642
H4 0.3005 1.7136 1.4313
H5 1.5246 1.2245 0.2005
H6 -0.5767 -0.3194 1.1205
H7 2.4382 -1.7679 1.1549
H8 0.9361 -2.6750 1.3052
H9 1.1788 -1.0615 2.0152
H10 1.6092 -0.6067 -0.7315
H11 0.5557 -2.7844 -1.5229
H12 -0.4008 -1.3363 -1.9047
H13 -0.8468 -2.3346 -0.5258
H14 -3.1157 1.6751 -0.0549
H15 -2.2125 0.3793 -0.2862
O1 -3.0078 0.7330 0.1115